[1]
A molecular structure, C32H50ClO3PPt in a non-equilibrium geometry. Source: the Open Molecules 2025 dataset; level of theory: the ωB97M-V functional and the def2-TZVPD basis.

Element x y z (Å)
Pt 0.426 -0.467 0.600
P 0.161 0.931 -1.068
Cl -1.001 -2.781 -0.395
C 2.456 -3.121 1.555
H 1.880 -3.578 0.715
H 3.554 -3.333 1.646
C -1.654 1.373 -1.181
C 0.774 0.208 -2.689
C -2.572 0.260 -1.702
H -1.921 1.520 -0.120
C -4.045 0.672 -1.566
H -2.345 0.084 -2.769
H -2.382 -0.688 -1.171
C -4.340 2.016 -2.250
H -4.693 -0.105 -1.983
H -4.282 0.763 -0.499
C -3.388 3.106 -1.759
H -4.220 1.904 -3.336
H -5.377 2.323 -2.072
C -1.935 2.675 -1.938
H -3.552 4.047 -2.300
H -3.574 3.304 -0.693
H -1.712 2.520 -3.010
H -1.282 3.487 -1.595
C 1.090 2.522 -0.763
C 0.259 0.871 -3.978
H 1.869 0.399 -2.595
C 1.103 0.387 -5.152
H -0.806 0.607 -4.128
H 0.297 1.971 -3.926
C 1.027 -1.137 -5.294
H 0.767 0.881 -6.070
H 2.150 0.677 -4.986
C 1.411 -1.849 -3.994
H -0.003 -1.411 -5.554
H 1.672 -1.473 -6.111
C 0.609 -1.307 -2.813
H 1.258 -2.931 -4.083
H 2.476 -1.680 -3.791
H -0.459 -1.554 -2.932
H 0.907 -1.825 -1.887
C 0.518 3.471 0.300
H 2.042 2.113 -0.360
C 1.536 4.583 0.575
H -0.422 3.926 -0.043
H 0.279 2.933 1.222
C 1.915 5.328 -0.709
H 1.134 5.278 1.321
H 2.435 4.119 1.000
C 2.399 4.374 -1.801
H 1.039 5.875 -1.077
H 2.698 6.061 -0.497
C 1.386 3.280 -2.060
H 2.587 4.902 -2.741
H 3.333 3.890 -1.485
H 0.447 3.714 -2.453
H 1.780 2.600 -2.831
C -0.354 0.572 1.940
C 1.800 -2.456 2.477
H -0.973 1.369 1.603
C 2.344 -1.820 3.728
H 0.716 -2.536 2.570
C 1.268 -1.177 4.632
H 2.865 -2.601 4.343
H 3.120 -1.068 3.449
C 0.802 0.209 4.124
H 0.421 -1.871 4.826
H 1.726 -0.987 5.617
C -0.524 0.179 3.347
H 0.585 0.843 5.014
H 1.595 0.671 3.505
H -0.996 -0.811 3.556
H -1.306 0.843 3.752
O -0.182 -5.172 1.103
C -0.306 -4.970 2.461
C 0.294 -5.923 3.256
C 0.207 -5.865 4.634
C -0.506 -4.793 5.258
C -1.050 -3.790 4.446
C -1.005 -3.884 3.038
C -1.571 -2.561 2.345
O -2.674 -2.115 2.510
O -0.479 -1.409 1.939
H -0.764 -4.519 0.612
H 0.845 -6.723 2.723
H 0.658 -6.617 5.225
H -0.624 -4.756 6.335
H -1.644 -2.972 4.908

LUMO level (spin up / spin down)	0.36 / -2.32	eV
multiplicity	5
HOMO-LUMO gap (spin up / spin down)	5.59 / 6.19	eV
⟨S²⟩	6.017
E_tot	-2395.54373	a.u.

Löwdin atomic charge list, values in e, 4 entries: Pt 1.049; P 0.907; Cl 0.182; C 0.006

=====

[2]
3 unconnected molecules or ions with the total composition C32H50N3O5P in a non-equilibrium geometry. Source: the Open Molecules 2025 dataset; level of theory: the ωB97M-V functional and the def2-TZVPD basis.

Element x y z (Å)
C 5.197 -1.249 -1.601
C 4.806 -0.391 -2.340
C 4.211 0.643 -3.196
C 4.879 2.032 -3.051
C 3.998 3.138 -2.442
C 2.573 3.165 -2.935
C 2.210 2.883 -4.168
C 0.737 2.909 -4.488
O 0.293 3.304 -5.521
C -0.139 2.352 -3.374
P -1.554 1.321 -3.903
C -2.109 0.193 -2.547
C -0.783 0.157 -5.137
C 0.222 2.685 -2.155
O -0.523 2.279 -1.040
C 0.236 1.769 -0.137
N 0.845 1.214 0.673
C 1.466 3.532 -1.976
O 1.536 4.421 -1.182
H 5.299 -2.156 -1.068
H 4.362 0.311 -4.226
H 3.136 0.630 -3.023
H 5.759 1.949 -2.415
H 5.240 2.350 -4.030
H 4.442 4.095 -2.738
H 4.016 3.145 -1.352
H 2.955 2.639 -4.916
H -2.959 0.592 -2.002
H -2.388 -0.760 -3.003
H -1.301 -0.038 -1.849
H 0.114 -0.256 -4.654
H -1.430 -0.690 -5.344
H -0.433 0.682 -6.022
C 1.450 4.597 4.244
C 2.221 3.291 3.933
C 1.373 2.077 4.328
C 1.323 1.821 5.833
C 2.732 1.775 6.421
C 3.556 3.019 6.082
N 3.545 3.313 4.622
O 4.335 2.475 4.030
C 3.020 4.223 6.882
C 4.983 2.830 6.599
C 2.381 3.286 2.412
H 2.133 5.433 4.401
H 0.801 4.876 3.414
H 0.800 4.512 5.115
H 1.771 1.182 3.840
H 0.357 2.205 3.948
H 0.723 2.585 6.335
H 0.821 0.869 6.021
H 2.671 1.658 7.506
H 3.236 0.879 6.046
H 3.532 5.142 6.592
H 3.193 4.074 7.948
H 1.950 4.382 6.775
H 5.454 1.933 6.199
H 4.977 2.731 7.684
H 5.608 3.688 6.344
H 2.998 4.123 2.077
H 1.409 3.374 1.935
H 2.822 2.363 2.045
C -5.089 -5.323 -3.791
C -3.948 -5.467 -2.755
C -4.324 -6.521 -1.707
C -5.346 -6.036 -0.680
C -4.902 -4.716 -0.057
C -4.590 -3.643 -1.101
N -3.649 -4.138 -2.146
O -2.456 -4.170 -1.643
C -5.903 -3.154 -1.742
C -4.032 -2.406 -0.397
C -2.756 -5.993 -3.558
H -5.080 -4.337 -4.257
H -4.982 -6.050 -4.596
H -6.077 -5.495 -3.364
H -3.424 -6.838 -1.171
H -4.710 -7.411 -2.210
H -6.333 -5.932 -1.140
H -5.456 -6.789 0.103
H -5.676 -4.354 0.624
H -4.018 -4.904 0.562
H -5.704 -2.453 -2.555
H -6.512 -2.635 -1.002
H -6.528 -3.954 -2.130
H -3.150 -2.627 0.203
H -4.775 -1.987 0.281
H -3.767 -1.633 -1.120
H -2.433 -5.267 -4.307
H -3.034 -6.911 -4.075
H -1.904 -6.236 -2.924

LUMO level (spin up / spin down)	-1.09 / -1.09	eV
multiplicity	3
HOMO-LUMO gap (spin up / spin down)	7.17 / 7.41	eV
⟨S²⟩	2.008
E_tot	-2130.83689	a.u.

Löwdin atomic charge list, values in e, 4 entries: C 0.106; C -0.145; C -0.203; C -0.173

=====

[3]
A molecular structure, C32H51BN11ORuS3Te. Source: the Open Molecules 2025 dataset; level of theory: the ωB97M-V functional and the def2-TZVPD basis.

Element x y z (Å)
Ru 0.168 0.111 -1.359
C 4.623 1.415 -0.485
C 5.156 0.329 0.451
C 5.786 -0.819 -0.346
C 6.234 0.944 1.342
N 4.066 -0.191 1.320
C 4.122 -0.178 2.701
C 3.029 -0.806 3.162
N 2.276 -1.212 2.086
B 1.004 -2.056 2.326
N 0.511 -2.877 1.095
C 1.083 -4.112 0.891
C 0.369 -4.766 -0.032
N -0.673 -3.942 -0.431
C -0.551 -2.750 0.255
S -1.499 -1.342 0.097
C -1.742 -4.545 -1.285
C -1.121 -5.038 -2.597
C -2.902 -3.624 -1.641
C -2.310 -5.744 -0.510
N -0.091 -1.192 2.975
C -1.057 -1.792 3.753
C -1.797 -0.830 4.322
N -1.280 0.392 3.917
C -0.236 0.152 3.052
S 0.703 1.276 2.199
C -1.731 1.693 4.469
C -2.280 2.566 3.342
C -0.559 2.373 5.185
C -2.840 1.451 5.491
C 2.905 -0.827 0.953
S 2.381 -1.178 -0.627
H 5.453 1.877 -1.024
H 4.095 2.186 0.078
H 3.938 0.996 -1.213
H 6.591 -0.421 -0.965
H 5.051 -1.288 -0.994
H 6.199 -1.575 0.326
H 7.019 1.340 0.700
H 6.681 0.198 2.002
H 5.835 1.766 1.938
H 4.923 0.278 3.251
H 2.713 -0.992 4.173
H 1.296 -2.884 3.155
H 1.957 -4.421 1.436
H 0.516 -5.752 -0.433
H -0.917 -4.204 -3.266
H -1.824 -5.708 -3.092
H -0.187 -5.575 -2.433
H -2.556 -2.765 -2.209
H -3.424 -3.266 -0.759
H -3.601 -4.195 -2.257
H -1.569 -6.536 -0.400
H -3.162 -6.151 -1.053
H -2.645 -5.436 0.481
H -1.142 -2.863 3.814
H -2.643 -0.926 4.974
H -1.459 2.866 2.700
H -2.765 3.454 3.753
H -3.007 2.012 2.748
H 0.274 2.525 4.503
H -0.220 1.753 6.018
H -0.874 3.342 5.575
H -3.730 1.027 5.024
H -3.114 2.409 5.931
H -2.502 0.794 6.293
O -2.144 -0.095 -2.969
C -1.951 -0.792 -4.170
C -0.668 -1.592 -4.234
C -0.278 -2.146 -5.445
C 0.886 -2.889 -5.513
C 1.604 -3.079 -4.343
C 1.135 -2.509 -3.177
N 0.036 -1.748 -3.111
H -2.501 -0.682 -2.287
H -1.925 -0.050 -4.970
H -2.800 -1.458 -4.361
H -0.896 -1.994 -6.321
H 1.223 -3.311 -6.451
H 2.518 -3.658 -4.326
H 1.668 -2.665 -2.248
Te 1.322 1.634 -3.003
C -2.691 5.779 -2.991
C -1.840 6.131 -1.772
C -1.933 7.618 -1.445
C -2.300 5.325 -0.554
N -2.181 3.897 -0.756
C -1.096 3.116 -0.762
N -1.493 1.883 -0.966
N -2.828 1.921 -1.078
N -3.258 3.119 -0.948
H -2.409 6.397 -3.844
H -3.747 5.954 -2.772
H -2.566 4.734 -3.276
H -0.796 5.878 -1.983
H -2.967 7.889 -1.218
H -1.604 8.215 -2.296
H -1.312 7.879 -0.586
H -3.356 5.516 -0.365
H -1.721 5.598 0.330
H -0.079 3.438 -0.632

LUMO level (spin up / spin down)	0.62 / -0.36	eV
multiplicity	6
HOMO-LUMO gap (spin up / spin down)	6.38 / 6.40	eV
⟨S²⟩	8.773
E_tot	-3509.93258	a.u.

Löwdin atomic charge list, values in e, 4 entries: Ru 0.515; C -0.051; C -0.547; C -0.041

=====

[4]
6 unconnected molecules or ions with the total composition C32H51F2N4O23PS7 in a non-equilibrium geometry. Source: the Open Molecules 2025 dataset; level of theory: the ωB97M-V functional and the def2-TZVPD basis.

Element x y z (Å)
C 3.956 0.639 -3.829
C 5.596 0.872 -3.841
C 6.184 -0.133 -2.641
F 7.654 -0.290 -2.758
C 5.713 0.591 -1.218
C 6.566 1.900 -0.650
N 7.784 2.487 -1.341
C 6.073 2.613 0.756
C 4.776 2.006 1.610
S 4.331 2.906 3.192
C 3.292 4.418 2.671
O 5.621 3.455 3.897
O 3.575 2.057 4.242
C 3.978 0.700 0.982
C 4.378 -0.032 -0.430
N 3.667 -1.198 -1.079
C 4.294 -2.534 -0.745
N 4.103 -3.413 -1.998
C 2.172 -1.182 -0.851
C 1.177 -1.704 -2.090
C -0.475 -1.711 -1.886
P -1.492 -2.289 -3.424
C -1.269 -0.862 -4.693
O -0.749 -3.778 -4.023
C -1.226 -1.258 -0.472
C -2.864 -1.311 -0.258
N -3.496 0.037 0.031
C -0.225 -0.740 0.736
C -0.773 -0.241 2.231
C -0.563 -1.566 3.221
C 0.113 -1.181 4.673
F 1.412 -1.931 4.815
C 1.399 -0.696 0.517
S 2.487 -0.047 1.915
H 3.477 1.058 -2.841
H 3.398 1.141 -4.726
H 3.742 -0.526 -3.838
H 6.105 0.635 -4.868
H 5.797 1.986 -3.464
H 5.719 -1.212 -2.760
H 8.523 1.756 -1.484
H 8.183 3.242 -0.708
H 6.674 3.564 1.126
H 3.825 4.826 1.685
H 3.278 5.265 3.481
H 2.201 4.097 2.310
H 3.650 -3.039 0.122
H 5.415 -2.489 -0.413
H 3.494 -4.236 -1.784
H 5.024 -3.686 -2.405
H 1.652 -2.035 -3.111
H -0.150 -0.700 -5.036
H -1.657 0.182 -4.316
H -1.880 -1.092 -5.691
H 0.030 -3.529 -4.602
H -3.041 -1.970 0.720
H -3.412 -1.878 -1.140
H -4.343 0.189 -0.560
H -2.758 0.759 -0.128
H -1.931 -0.064 2.167
H -0.209 0.700 2.640
H -1.627 -2.080 3.310
H 0.139 -2.351 2.704
H -0.581 -1.566 5.534
H 0.373 -0.032 4.742
O -2.747 1.418 4.379
S -3.646 0.292 4.502
O -3.186 -1.072 4.622
O -4.729 0.370 3.286
C -6.047 0.438 3.827
C -5.895 1.113 5.188
O -4.680 0.598 5.726
H -6.425 -0.584 3.934
H -6.705 1.000 3.159
H -6.734 0.899 5.855
H -5.784 2.197 5.080
O -0.963 -5.253 10.202
S -1.530 -5.528 8.901
O -2.342 -6.690 8.625
O -0.330 -5.459 7.799
C -0.638 -4.467 6.821
C -1.507 -3.440 7.542
O -2.344 -4.202 8.410
H -1.191 -4.949 6.009
H 0.280 -4.025 6.424
H -2.109 -2.844 6.851
H -0.897 -2.773 8.161
O -7.563 1.381 1.254
S -8.130 1.107 -0.048
O -8.942 -0.055 -0.323
O -6.930 1.175 -1.149
C -7.238 2.168 -2.127
C -8.107 3.195 -1.406
O -8.944 2.433 -0.538
H -7.791 1.685 -2.940
H -6.320 2.609 -2.524
H -8.709 3.790 -2.097
H -7.497 3.862 -0.787
O 10.203 1.049 -4.913
S 10.658 0.643 -3.602
O 10.033 1.089 -2.379
O 12.258 0.937 -3.505
C 12.950 -0.279 -3.226
C 12.086 -1.386 -3.826
O 10.741 -0.986 -3.575
H 13.028 -0.385 -2.140
H 13.952 -0.256 -3.662
H 12.289 -2.361 -3.377
H 12.223 -1.449 -4.910
O -10.087 4.369 -3.537
S -9.921 3.752 -4.834
O -8.853 4.103 -5.741
O -11.338 3.860 -5.633
C -11.792 2.551 -5.975
C -11.220 1.628 -4.902
O -9.915 2.134 -4.632
H -11.394 2.300 -6.964
H -12.884 2.522 -6.005
H -11.170 0.588 -5.231
H -11.804 1.689 -3.978

LUMO level	-0.65	eV
HOMO-LUMO gap	6.97	eV
E_tot	-6526.95585	a.u.

Löwdin atomic charge list, values in e, 4 entries: C -0.137; C -0.166; C -0.205; F -0.107